1.
18
Properties=species:S:1:pos:R:3 method="wB97M-V/def2-TZVPD" e_tot_ha=-344.02585 total_charge=0 relative_energy_ev=3.017 smiles=C1[C@@H]2[C@@H]3CN1C[C@H]2N3 e_homo_ev=-8.50
C 1.380 -0.048 0.754
C -0.109 0.023 1.135
C -0.766 -1.021 0.271
C 0.242 -1.070 -0.785
N 1.102 0.072 -0.689
C 0.272 1.243 -0.715
C -0.823 1.055 0.289
N -1.846 -0.009 -0.110
H 1.684 -1.202 0.893
H 2.214 0.613 1.169
H -0.340 0.214 2.255
H -1.153 -2.004 0.730
H 0.847 -2.070 -0.745
H -0.258 -1.151 -1.777
H 0.913 2.101 -0.511
H 0.014 1.210 -1.851
H -1.139 2.035 0.787
H -2.233 0.009 -1.101

---

2.
18
Properties=species:S:1:pos:R:3 method="wB97M-V/def2-TZVPD" e_tot_ha=-343.90041 total_charge=0 relative_energy_ev=6.430 smiles=C1N[C@@H]2[C@@H]3NC[C@@H]1[C@H]23 e_homo_ev=-7.77
C 1.474 1.115 0.006
N 1.711 -0.233 -0.592
C 0.794 -1.218 -0.063
C -0.842 -1.154 -0.182
N -1.767 -0.170 -0.696
C -1.419 1.123 0.031
C 0.045 0.768 0.187
C -0.035 -0.558 0.985
H 2.037 1.395 0.858
H 1.823 1.847 -0.837
H 2.719 -0.792 -0.689
H 1.198 -2.257 -0.093
H -1.209 -2.138 0.057
H -2.710 -0.571 -0.510
H -2.011 1.306 0.866
H -1.492 1.996 -0.626
H -0.048 0.268 -0.744
H -0.267 -0.726 2.042

---

3.
18
Properties=species:S:1:pos:R:3 method="wB97M-V/def2-TZVPD" e_tot_ha=-344.07148 total_charge=0 relative_energy_ev=1.775 smiles=c1ccncc1.CN e_homo_ev=-9.00
C -1.419 -1.570 -0.698
C -0.232 -1.225 -1.257
C 0.220 0.105 -1.267
N -0.334 1.049 -0.561
C -1.396 0.676 0.157
C -2.049 -0.573 0.064
H -1.840 -2.574 -0.835
H 0.442 -1.951 -1.688
H 1.129 0.212 -1.915
H -1.907 1.450 0.846
H -2.872 -0.808 0.764
C 1.700 0.217 1.848
N 2.429 1.046 0.834
H 2.573 -0.576 2.106
H 1.257 0.827 2.731
H 0.819 -0.483 1.537
H 1.715 1.632 0.300
H 3.070 1.825 1.154

---

4.
18
Properties=species:S:1:pos:R:3 method="wB97M-V/def2-TZVPD" e_tot_ha=-344.02179 total_charge=0 relative_energy_ev=3.127 smiles=CC1(C)C[C@]1(N)C#N e_homo_ev=-10.13
C 0.685 -1.668 0.277
C -0.163 -0.313 0.378
C -0.458 0.032 1.796
C -1.236 -0.105 -0.685
C 0.051 0.727 -0.654
N 0.016 2.085 -0.316
C 1.207 0.314 -1.994
N 1.902 0.146 -2.872
H 0.270 -2.496 0.818
H 1.616 -1.572 0.907
H 0.814 -1.902 -0.876
H -1.240 -0.607 2.174
H -0.680 1.099 1.924
H 0.469 -0.152 2.553
H -2.251 0.176 -0.492
H -1.281 -0.855 -1.639
H 0.950 2.460 -0.429
H -0.671 2.631 -0.871

---

5.
18
Properties=species:S:1:pos:R:3 method="wB97M-V/def2-TZVPD" e_tot_ha=-344.04038 total_charge=0 relative_energy_ev=2.622 e_homo_ev=-9.16
H -3.528 -0.523 -0.209
N -3.396 -0.394 0.796
C -2.264 0.009 1.137
C -0.944 0.493 0.135
C 0.059 -0.528 0.298
C 0.045 -1.776 0.717
C 1.540 0.061 -0.373
C 1.598 1.297 -1.232
N 2.528 -0.664 -0.089
H 3.416 -0.392 -0.520
H -2.061 0.110 2.204
H -1.336 0.563 -0.880
H -0.645 1.466 0.524
H 0.969 -2.335 0.678
H -0.826 -2.234 1.157
H 2.587 1.416 -1.682
H 1.397 2.184 -0.630
H 0.861 1.246 -2.032

---

6.
18
Properties=species:S:1:pos:R:3 method="wB97M-V/def2-TZVPD" e_tot_ha=-344.02146 total_charge=0 relative_energy_ev=3.136 e_homo_ev=-7.76
H 2.353 0.604 0.092
N 2.506 -0.356 0.387
C 1.445 -1.054 0.406
N 0.111 -0.678 0.606
C -0.820 -1.500 1.343
C -0.337 0.392 -0.163
C -1.605 1.110 0.189
C 0.394 0.644 -1.243
C 0.954 1.225 -2.264
H 1.594 -2.100 0.658
H -1.652 -1.819 0.708
H -0.299 -2.406 1.698
H -1.222 -0.952 2.205
H -1.574 2.132 -0.184
H -2.466 0.597 -0.240
H -1.767 1.176 1.264
H 0.470 1.265 -3.232
H 1.914 1.721 -2.230

---

7.
18
Properties=species:S:1:pos:R:3 method="wB97M-V/def2-TZVPD" e_tot_ha=-343.98631 total_charge=0 relative_energy_ev=4.093 smiles="CC1=NC[C@H]2CCN12" e_homo_ev=-8.68
C 2.515 -0.274 0.082
C 1.110 0.268 0.149
N 0.851 1.407 -0.340
C -0.659 1.740 -0.071
C -1.157 0.437 0.757
C -1.761 -0.504 -0.325
C -0.435 -1.532 -0.258
N 0.143 -0.466 0.699
H 3.098 0.511 -0.632
H 3.063 -0.177 1.109
H 2.606 -1.273 -0.350
H -1.107 2.707 0.579
H -1.367 1.835 -1.119
H -1.768 0.467 1.781
H -2.033 0.179 -1.196
H -2.622 -1.195 0.072
H -0.597 -2.479 0.243
H 0.121 -1.651 -1.181

---

8.
19
Properties=species:S:1:pos:R:3 method="wB97M-V/def2-TZVPD" e_tot_ha=-419.32578 total_charge=0 relative_energy_ev=1.652 smiles="CC1=NC1(C)C.N=C=O" e_homo_ev=-9.50
C -0.342 -2.088 -0.551
C -0.082 -0.769 0.010
N -0.573 0.209 0.637
C 0.878 0.300 0.235
C 1.224 1.266 -0.877
C 1.921 0.178 1.323
H -1.379 -2.378 -0.389
H 0.322 -2.816 -0.083
H -0.124 -2.077 -1.619
H 0.438 1.286 -1.629
H 2.159 0.972 -1.353
H 1.348 2.272 -0.477
H 2.108 1.149 1.779
H 2.858 -0.189 0.903
H 1.591 -0.509 2.099
N -3.098 1.480 -0.236
C -3.263 0.340 0.071
O -3.624 -0.749 0.209
H -2.360 2.122 -0.052

---

Repeat the fifth record exactly.
18
Properties=species:S:1:pos:R:3 method="wB97M-V/def2-TZVPD" e_tot_ha=-344.04038 total_charge=0 relative_energy_ev=2.622 e_homo_ev=-9.16
H -3.528 -0.523 -0.209
N -3.396 -0.394 0.796
C -2.264 0.009 1.137
C -0.944 0.493 0.135
C 0.059 -0.528 0.298
C 0.045 -1.776 0.717
C 1.540 0.061 -0.373
C 1.598 1.297 -1.232
N 2.528 -0.664 -0.089
H 3.416 -0.392 -0.520
H -2.061 0.110 2.204
H -1.336 0.563 -0.880
H -0.645 1.466 0.524
H 0.969 -2.335 0.678
H -0.826 -2.234 1.157
H 2.587 1.416 -1.682
H 1.397 2.184 -0.630
H 0.861 1.246 -2.032